(1)
This record from the Open Molecules 2025 dataset describes a molecular structure, C38H82F21N9O18PS2 in a non-equilibrium geometry. The level of theory is ωB97M-V with the def2-TZVPD basis set.

The total energy is -6577.54071 hartree. For the orbital gap, the calculation gives 0.68 eV. As for the charge: +3. The value obtained for the LUMO energy is -6.9 eV. As for the largest force on an atom: 6.118 eV Å⁻¹. For the relative energy (zero: lowest compared OMol25 entry of this formula, charge and spin), the calculation gives 6.084 eV.

Geometry (Å):
C: 0.7644 -1.7374 1.4480
F: 0.2316 -2.6619 0.6615
F: -0.1754 -1.1382 2.1800
F: 1.5993 -2.4468 2.1990
S: 1.7762 -0.4512 0.4112
O: 2.4123 0.4468 1.4073
O: 2.7910 -1.2172 -0.2883
N: 0.6299 0.2936 -0.6747
S: 0.2339 1.6298 -0.0375
O: -0.4489 1.5219 1.3005
O: 1.3274 2.6092 -0.0546
C: -1.1125 2.2615 -1.2788
F: -1.4808 3.4634 -0.8457
F: -0.6519 2.3187 -2.5435
F: -2.1139 1.4425 -1.1647
C: 10.5157 4.9979 -1.3155
C: 9.0817 5.4452 -1.0934
O: 8.3551 5.9726 -1.8658
N: 8.4116 4.9707 0.2222
H: 8.9145 4.1851 0.6095
H: 8.5456 5.6707 0.9379
C: 6.9353 4.5119 0.1125
H: 10.9954 4.8510 -0.3479
H: 11.0964 5.8360 -1.7008
H: 10.6450 4.1195 -1.9479
H: 6.3456 5.4056 -0.0914
H: 6.5862 4.1152 1.0658
H: 6.8023 3.7301 -0.6354
C: -1.6926 2.7159 7.1291
C: -2.5935 2.5543 8.3408
O: -3.7870 2.8596 8.3002
N: -1.9464 2.3223 9.6981
H: -2.4824 1.5878 10.1379
H: -1.0043 1.9691 9.6093
C: -1.9479 3.6233 10.5617
H: -0.8047 3.2737 7.4266
H: -2.2672 3.1999 6.3393
H: -1.3350 1.7630 6.7390
H: -1.5590 4.4092 9.9143
H: -1.2952 3.5358 11.4302
H: -2.9997 3.7677 10.8087
C: -3.7031 -6.9020 1.4125
C: -4.7342 -7.7003 2.1351
O: -4.7494 -8.1280 3.2532
N: -5.8615 -8.0695 1.1832
H: -5.5759 -7.9901 0.2177
H: -6.1036 -9.0292 1.3842
C: -7.0182 -7.1163 1.6048
H: -4.0024 -5.8770 1.1933
H: -3.5434 -7.3317 0.4236
H: -2.7730 -6.8793 1.9804
H: -6.8048 -6.0536 1.4897
H: -7.2442 -7.2597 2.6614
H: -7.8949 -7.3274 0.9925
C: -6.1042 7.0863 -3.8472
C: -7.0198 8.2223 -3.9029
O: -6.6400 9.3054 -4.3557
N: -8.3814 8.1239 -3.2040
H: -9.1329 8.4745 -3.7806
H: -8.6120 7.1456 -3.1044
C: -8.4491 8.7812 -1.8238
H: -5.1299 7.2547 -4.3059
H: -6.6197 6.2892 -4.3828
H: -5.9603 6.7440 -2.8224
H: -9.4355 8.5187 -1.4414
H: -8.4406 9.8681 -1.9050
H: -7.7051 8.3299 -1.1675
C: -6.0034 1.1953 -7.3498
C: -6.1931 2.4730 -8.1758
O: -5.3859 3.3419 -8.1070
N: -7.3644 2.3937 -9.1536
H: -7.2401 1.8292 -9.9818
H: -8.0490 1.8783 -8.6190
C: -7.8175 3.7867 -9.6170
H: -5.3447 1.1986 -6.4813
H: -5.6392 0.3421 -7.9221
H: -6.8959 0.9230 -6.7864
H: -7.1360 4.1809 -10.3709
H: -7.7951 4.4733 -8.7707
H: -8.8420 3.7587 -9.9880
C: -6.6014 3.0818 2.8727
C: -7.2050 2.7872 1.4804
O: -6.7542 3.2744 0.4525
N: -8.3482 1.7706 1.4939
H: -8.4664 1.2776 2.3674
H: -9.1964 2.3066 1.3784
C: -8.1087 0.7310 0.3139
H: -6.4413 2.0944 3.3056
H: -7.1546 3.7761 3.5053
H: -5.7288 3.7113 2.6985
H: -8.9113 0.0052 0.1829
H: -7.1350 0.2717 0.4844
H: -7.9980 1.2823 -0.6198
C: 10.4974 -2.3342 -2.9485
C: 9.3157 -2.0015 -1.9758
O: 8.9322 -0.8622 -1.7979
N: 8.5439 -3.1811 -1.4661
H: 7.6919 -3.2464 -2.0046
H: 9.1204 -3.9955 -1.6227
C: 8.3548 -3.1447 0.0618
H: 10.7320 -1.4717 -3.5723
H: 10.1567 -3.1125 -3.6314
H: 11.3817 -2.6058 -2.3720
H: 8.1992 -4.1543 0.4421
H: 7.7054 -2.3554 0.4405
H: 9.3591 -2.9925 0.4574
C: 0.9121 -0.3347 -6.0449
C: -0.0024 -1.5206 -5.7197
O: -0.8530 -1.9976 -6.4407
N: 0.0903 -1.9826 -4.2497
H: 0.3872 -1.1708 -3.7273
H: -0.8635 -2.1082 -3.9422
C: 1.0310 -3.2313 -4.1080
H: 1.7289 -0.3662 -5.3238
H: 0.3049 0.5705 -6.0433
H: 1.4454 -0.5203 -6.9772
H: 2.0705 -2.9780 -4.3164
H: 0.6972 -4.0116 -4.7919
H: 0.7443 -3.6854 -3.1594
C: 1.1010 -2.3403 8.5006
O: 0.1767 -3.1698 9.1949
O: 1.1998 -1.2207 9.3059
C: 2.4961 -3.0063 8.2628
F: 2.3474 -3.9019 7.3198
F: 3.4157 -2.2225 7.7387
F: 2.9427 -3.6574 9.3502
C: -0.3879 -4.2497 8.4310
C: -1.4267 -4.9785 9.2822
H: -0.9579 -5.6946 9.9571
H: -2.0796 -4.2720 9.7948
H: -2.1364 -5.5834 8.7179
H: 0.3251 -5.0247 8.1497
H: -0.8885 -3.9287 7.5175
H: 0.6651 -2.0190 7.5546
C: 4.5039 7.5687 -6.5364
O: 4.9304 6.2513 -6.0360
O: 5.7345 8.2752 -6.6159
C: 3.4430 7.2990 -7.7821
F: 3.9386 7.6610 -8.9457
F: 3.1729 5.9997 -7.8847
F: 2.2390 7.9120 -7.5359
C: 4.1223 5.6170 -5.0275
C: 4.8642 4.2387 -4.7861
H: 4.8485 3.6465 -5.7010
H: 5.8970 4.4326 -4.4965
H: 4.3188 3.5948 -4.0962
H: 3.0659 5.4942 -5.2660
H: 4.1938 6.1142 -4.0601
H: 3.9978 8.0266 -5.6865
C: 7.7457 -7.7103 5.5349
O: 6.4327 -8.2770 5.7263
O: 8.3459 -7.6474 6.7992
C: 8.5139 -8.4643 4.3802
F: 8.5284 -9.7868 4.4588
F: 8.0689 -8.0655 3.2002
F: 9.8356 -8.0865 4.4097
C: 5.3567 -7.8658 4.8760
C: 5.1283 -9.0725 3.8937
H: 4.1755 -8.8948 3.3950
H: 5.9619 -9.2329 3.2100
H: 4.9508 -9.9907 4.4537
H: 5.4522 -6.9504 4.2920
H: 4.3849 -7.8889 5.3691
H: 7.5204 -6.6662 5.3177
P: -5.1703 -3.9594 -3.5767
F: -5.6783 -5.4752 -3.2313
F: -3.6785 -4.4283 -3.0960
F: -4.8551 -4.4054 -5.1132
F: -4.5405 -2.4063 -3.7000
F: -6.6990 -3.5739 -4.0067
F: -5.4299 -3.5711 -1.9645

(2)
This record from the Open Molecules 2025 dataset describes a molecular structure, C38H83F9O34S9 in a non-equilibrium geometry. The level of theory is ωB97M-V with the def2-TZVPD basis set.

The total energy is -8538.18643 hartree. For the orbital gap, the calculation gives 10.45 eV. As for the charge: 0. The value obtained for the LUMO energy is 0.0 eV. As for the largest force on an atom: 3.432 eV Å⁻¹.

Geometry (Å):
C: 1.3687 2.7139 -0.8593
C: -0.0479 2.2891 -0.4111
O: -0.2485 0.9263 -0.7622
C: -1.4631 0.5132 -0.8972
O: -2.5666 1.0443 -0.7348
C: -1.5310 -0.8884 -1.4653
F: -0.6529 -1.1432 -2.3889
F: -1.3551 -1.7063 -0.4236
F: -2.7599 -1.1679 -1.8872
H: 1.4048 2.8603 -1.9478
H: 2.0790 2.0173 -0.4546
H: 1.7152 3.7125 -0.5194
H: -0.8736 2.8371 -0.8285
H: -0.1927 2.3873 0.6623
C: 2.8896 -0.9081 -2.3456
C: 3.1167 -1.7295 -3.5860
O: 1.9843 -2.4483 -4.0085
C: 1.0628 -1.8828 -4.7802
O: 1.0875 -0.7867 -5.2635
C: -0.0511 -2.9159 -4.9968
F: -1.0907 -2.3650 -5.5761
F: 0.3987 -3.7544 -5.9293
F: -0.5326 -3.4448 -3.9235
H: 3.8068 -0.3658 -2.1933
H: 2.8190 -1.5102 -1.4602
H: 2.0378 -0.1963 -2.4625
H: 3.8561 -2.4883 -3.3382
H: 3.4428 -1.0530 -4.3663
C: -3.5004 4.6372 -1.6897
C: -3.4126 4.8271 -0.1977
O: -2.8945 6.2306 0.1791
C: -3.8554 7.1852 0.0485
O: -5.0042 7.1037 -0.2808
C: -3.4222 8.5378 0.6163
F: -2.1190 8.7542 0.5937
F: -3.9620 9.5384 -0.0839
F: -3.7823 8.5968 1.8876
H: -2.5376 4.8291 -2.1524
H: -4.3484 5.1954 -2.1167
H: -3.5922 3.5804 -1.7564
H: -2.6234 4.1719 0.1867
H: -4.3967 4.7537 0.2092
O: 1.5130 -7.0463 2.5561
S: 1.9451 -7.6486 1.2838
O: 1.3170 -8.8470 0.8412
O: 1.8018 -6.6003 0.1327
C: 1.6308 -5.1697 0.5246
C: 1.7275 -4.3819 -0.6897
C: 3.7366 -7.8118 1.3201
H: 2.2779 -4.9498 1.3976
H: 0.6465 -5.0690 1.0255
H: 1.0695 -4.7476 -1.4509
H: 2.7697 -4.4331 -1.0251
H: 1.4699 -3.3579 -0.4388
H: 4.1112 -8.4004 0.5198
H: 3.9581 -8.2019 2.3040
H: 4.1185 -6.7566 1.2318
O: 1.4623 5.6006 2.5076
S: 0.1268 5.0142 2.6512
O: -0.4993 4.5644 1.4404
O: 0.1668 3.9044 3.8634
C: 1.2790 3.0171 3.7906
C: 2.0202 3.0996 5.1087
C: -0.8862 6.1404 3.6600
H: 2.0240 3.2970 2.9938
H: 0.8139 2.0867 3.5629
H: 1.4244 2.6322 5.9208
H: 2.2892 4.1264 5.3425
H: 2.9810 2.5162 5.0451
H: -0.1105 6.7123 4.2224
H: -1.3300 5.5201 4.3764
H: -1.5239 6.7036 2.9966
O: -4.3055 -6.9714 1.2772
S: -2.9417 -7.4604 1.3504
O: -2.6507 -8.7652 1.9657
O: -2.3914 -7.4456 -0.1692
C: -2.7335 -6.2311 -0.8952
C: -1.5940 -6.1069 -1.8611
C: -1.8765 -6.3283 2.1785
H: -2.8727 -5.3249 -0.2097
H: -3.7420 -6.4109 -1.2602
H: -1.6674 -5.2288 -2.5411
H: -1.5880 -6.9776 -2.5391
H: -0.6627 -6.1343 -1.3414
H: -0.8385 -6.7130 2.1110
H: -2.1610 -6.3220 3.2751
H: -1.9106 -5.3565 1.7160
O: -3.6218 -4.9147 -4.8760
S: -4.6838 -4.0342 -4.5449
O: -6.0744 -4.4366 -4.5845
O: -4.3726 -3.5920 -3.0850
C: -5.4188 -2.9747 -2.2832
C: -5.3594 -3.6725 -0.9851
C: -4.5376 -2.5905 -5.6249
H: -6.3754 -2.9182 -2.8696
H: -5.1674 -1.9165 -2.1935
H: -6.1282 -3.3693 -0.3210
H: -4.4519 -3.4630 -0.4407
H: -5.5712 -4.7407 -1.1665
H: -5.4396 -1.9157 -5.6072
H: -4.4877 -3.0916 -6.6004
H: -3.6170 -2.0551 -5.5362
O: -2.1579 -1.5618 4.6048
S: -3.0122 -2.1678 3.6301
O: -2.5937 -3.3336 2.9210
O: -4.3993 -2.5101 4.3643
C: -5.4660 -3.0459 3.5236
C: -6.8168 -2.4076 3.7491
C: -3.3927 -0.7336 2.5603
H: -5.4668 -4.1543 3.7062
H: -5.2053 -2.8697 2.5121
H: -7.0324 -2.3483 4.8393
H: -7.6258 -2.8868 3.2681
H: -6.8334 -1.4033 3.3008
H: -3.7219 0.0238 3.2508
H: -4.0881 -0.9906 1.7658
H: -2.3808 -0.5230 2.0734
O: 2.0649 -1.3785 0.6391
S: 1.5510 -1.2109 2.0100
O: 0.4055 -0.3864 2.3002
O: 1.3343 -2.7256 2.4725
C: 0.6015 -2.9123 3.7379
C: 0.4156 -4.4139 3.8889
C: 2.8504 -0.5217 2.9827
H: -0.3223 -2.3652 3.5361
H: 1.1815 -2.4407 4.5166
H: -0.2887 -4.7321 4.7235
H: 1.3341 -4.9522 4.0982
H: 0.0386 -4.8620 2.9525
H: 2.8731 -0.9330 3.9944
H: 2.7971 0.5593 3.0800
H: 3.8328 -0.7661 2.5153
O: -0.9557 1.6206 -3.4212
S: -0.4997 2.8106 -4.1199
O: -0.7257 4.1111 -3.4870
O: 1.0755 2.6131 -4.4455
C: 1.9418 3.7287 -4.8732
C: 3.2983 3.1312 -4.7754
C: -1.3260 2.7877 -5.7086
H: 1.8442 4.6276 -4.2562
H: 1.6983 3.9932 -5.9504
H: 3.2634 2.1835 -5.2535
H: 3.5861 2.9107 -3.6873
H: 4.0352 3.7098 -5.2972
H: -0.7152 2.2793 -6.4672
H: -1.4449 3.7661 -6.1331
H: -2.2756 2.2771 -5.5155
O: 6.9447 0.4545 3.9808
S: 7.8496 1.3131 3.2658
O: 7.9589 0.9523 1.8436
O: 7.4018 2.8417 3.4844
C: 7.4447 3.6954 2.2908
C: 6.0830 4.1733 1.8012
C: 9.3959 1.2514 4.0689
H: 7.8611 3.1410 1.4293
H: 8.1099 4.4830 2.5615
H: 6.2686 4.7276 0.8729
H: 5.5949 4.9110 2.4208
H: 5.3846 3.3732 1.4922
H: 10.0511 1.9874 3.5799
H: 9.8342 0.2831 3.8950
H: 9.2061 1.5677 5.0929
C: 1.2315 7.5405 -0.3311
C: 0.3294 6.6913 -1.2798
O: 1.2860 5.9389 -2.0763
S: 2.6512 6.6334 -2.0359
O: 2.7227 7.8045 -2.8468
O: 3.6570 5.6151 -2.1457
O: 2.6216 7.1612 -0.5569
H: 0.9527 7.3731 0.6803
H: 1.1098 8.6381 -0.5531
H: -0.2640 7.3194 -1.9668
H: -0.3037 5.9932 -0.7437